Entry 1:
The following is a DFT calculation (ωB97M-V with the def2-TZVPD basis set) of a structure of composition C20H37F4N5OSV at a distorted geometry.

Properties
- F_max: 1.36 eV Å⁻¹
- Multiplicity: 3
- Kohn-Sham gap (spin up / spin down): 8.33 / 9.38 eV
- Net charge: +3
- Calculated total energy: -78207.894 eV
- LUMO energy (spin up / spin down): -8.6092 / -7.6856 eV
- <S²>: 2.03

Geometry (Å):
V 0.19884 -0.60375 -0.03656
C 3.16158 -1.95297 1.03140
C 2.06433 -3.00953 1.06360
N 0.67134 -2.46047 1.05094
C 0.11941 -2.42876 2.43910
C 0.94687 -1.64746 3.44880
C -0.18026 -3.36543 0.22617
C -1.58712 -2.79985 0.08189
N -1.45301 -1.34838 -0.00723
C -2.59350 -0.58242 0.20426
C -2.45744 0.53486 1.02608
F -1.20565 0.72238 1.56978
C -3.48807 1.40677 1.29846
F -3.22714 2.50542 2.03435
C -4.74830 1.15746 0.79983
C -4.92927 0.03046 0.01092
F -6.11994 -0.22530 -0.48698
C -3.87445 -0.82125 -0.29816
F -4.06972 -1.85223 -1.11133
H 4.12839 -2.45139 0.96204
H 3.18059 -1.34574 1.93752
H 3.05557 -1.31906 0.14671
H 2.18515 -3.64350 1.94339
H 2.18785 -3.65318 0.19383
H 0.01301 -3.45937 2.79288
H -0.87752 -1.98894 2.39920
H 1.93409 -2.07795 3.60264
H 0.43147 -1.68046 4.40758
H 1.04932 -0.59634 3.16889
H -0.22237 -4.37157 0.65105
H 0.28307 -3.42233 -0.75543
H -2.21639 -3.06740 0.93561
H -2.05962 -3.22697 -0.80318
H -5.58353 1.81192 1.01223
N -1.13090 4.81596 0.97582
C -0.45835 3.57916 0.42651
C 0.94461 3.46228 1.01708
C 1.78938 2.33215 0.40872
N 1.45774 0.98779 0.96556
C 1.70842 2.31430 -1.11982
C 0.27708 2.39369 -1.65824
N -0.49769 1.15561 -1.35058
C -0.42073 3.63673 -1.09636
H -1.34731 4.71376 1.97083
H -2.01150 5.00739 0.49160
H -0.53681 5.64316 0.86857
H -1.07147 2.74609 0.76150
H 0.88808 3.33359 2.10229
H 1.48773 4.39249 0.82422
H 2.81896 2.56423 0.68507
H 1.18354 1.08630 1.93995
H 2.32537 0.45040 0.98972
H 2.19402 1.40889 -1.49436
H 2.27280 3.15824 -1.52018
H 0.33579 2.51621 -2.74027
H -0.62465 0.62491 -2.20753
H -1.44487 1.40369 -1.06994
H -1.42883 3.72211 -1.51402
H 0.14601 4.51413 -1.42093
C 0.38964 -2.44567 -3.87956
S 1.35797 -1.15466 -3.08910
C 3.00166 -1.84623 -3.32738
O 1.09405 -1.32195 -1.57382
H 0.60234 -3.41432 -3.42998
H 0.66673 -2.45220 -4.93565
H -0.66764 -2.19953 -3.79064
H 3.34530 -1.52300 -4.31123
H 2.97091 -2.93246 -3.27238
H 3.66502 -1.44048 -2.56577

=====

Entry 2:
The following is a DFT calculation (ωB97M-V with the def2-TZVPD basis set) of a cluster of 3 separate species, C20H37FN2O2 in total.

Properties
- F_max: 0.52 eV Å⁻¹
- Multiplicity: 1
- Kohn-Sham gap: 10.92 eV
- Calculated total energy: -31132.352 eV
- LUMO energy: 0.2753 eV
- Structure (SMILES): CC(=O)OCC[C@](F)(C#N)CC#N.CCCCCC.CCCCCC

Geometry (Å):
C 7.41877 3.58071 -1.98771
C 6.92609 2.16763 -1.84868
O 7.66301 1.22337 -1.79391
O 5.57859 1.96276 -1.81846
C 4.75679 3.00696 -1.30279
C 3.35054 2.43560 -1.19389
C 2.31867 3.55479 -1.09489
F 2.76792 4.48269 -0.13243
C 1.03707 3.02601 -0.59189
N 0.04890 2.57365 -0.22494
C 2.06589 4.35478 -2.40428
C 2.72935 3.80661 -3.58250
N 3.23456 3.37242 -4.51802
H 6.75638 4.20738 -2.57804
H 7.49867 4.02599 -0.99383
H 8.41025 3.55438 -2.42466
H 5.11369 3.32238 -0.32406
H 4.75886 3.87056 -1.97150
H 3.14813 1.78882 -2.04449
H 3.25977 1.82241 -0.29741
H 2.41473 5.37570 -2.25646
H 0.99871 4.40693 -2.61541
C -3.25783 1.40104 0.01130
C -2.61322 0.06459 -0.33756
C -2.42802 -0.15188 -1.83732
C -3.72553 -0.18341 -2.64617
C -4.73674 -1.23307 -2.18775
C -4.21584 -2.66412 -2.28313
H -4.26493 1.48616 -0.40186
H -3.33560 1.52330 1.09274
H -2.65862 2.22517 -0.37371
H -3.20370 -0.75146 0.08917
H -1.63245 0.01430 0.14246
H -1.87839 -1.08454 -1.99533
H -1.78832 0.64375 -2.23313
H -3.47570 -0.36561 -3.69642
H -4.19972 0.80152 -2.61733
H -5.63645 -1.13922 -2.80150
H -5.04902 -1.02758 -1.16024
H -3.92261 -2.90416 -3.30733
H -4.98152 -3.37901 -1.97869
H -3.34819 -2.82162 -1.64022
C -0.64514 -2.39590 5.66513
C -0.34365 -3.55956 4.72514
C 0.09100 -3.11824 3.32868
C -0.95026 -2.30381 2.55949
C -2.29864 -2.99349 2.36643
C -2.21178 -4.28042 1.55129
H -1.47214 -1.78556 5.29952
H -0.91875 -2.75752 6.65717
H 0.22760 -1.74860 5.77368
H -1.22030 -4.20944 4.65684
H 0.45230 -4.17020 5.15907
H 0.36637 -4.00250 2.74717
H 1.00384 -2.52019 3.41409
H -0.53864 -2.05362 1.57630
H -1.11156 -1.34799 3.06616
H -2.96998 -2.29782 1.85664
H -2.75984 -3.20400 3.33533
H -1.78340 -4.08696 0.56517
H -3.20075 -4.71709 1.40508
H -1.59254 -5.03120 2.04450

=====

Entry 3:
The following is a DFT calculation (ωB97M-V with the def2-TZVPD basis set) of a cluster of 5 separate species, C20H37N2O16S2 in total at a distorted geometry.

Properties
- F_max: 1.67 eV Å⁻¹
- Multiplicity: 1
- Kohn-Sham gap: 7.53 eV
- Net charge: -1
- Calculated total energy: -78753.080 eV
- LUMO energy: 2.0404 eV

Geometry (Å):
C -2.09862 -1.27517 -1.78311
S -0.37716 -0.96650 -1.51062
O -0.21755 -0.42161 -0.17709
O 0.09946 -0.11813 -2.57425
C 0.49980 -2.57059 -1.55929
N 1.89821 -2.32747 -1.84032
N 0.27937 -3.22372 -0.23215
C 1.26839 -3.40017 0.44695
S 2.39040 -3.68547 1.50675
C -0.14087 -3.49890 -2.67517
O -0.27957 -4.69730 -2.40573
O -0.39570 -2.87772 -3.72775
H -2.59388 -1.50919 -0.84332
H -2.49133 -0.34131 -2.18028
H -2.24453 -2.07970 -2.49800
H 2.05867 -1.34902 -2.05691
H 2.14795 -2.85990 -2.66523
C 0.14360 3.06847 0.30317
C -0.94274 3.88478 -0.35835
O -2.24746 3.56947 0.16562
C -2.54843 4.11967 1.33277
O -1.85999 4.87347 1.97352
O -3.77477 3.71012 1.68151
C -4.20735 4.18679 2.95544
H -0.08035 2.00347 0.22714
H 1.10274 3.25563 -0.17991
H 0.23621 3.32005 1.35990
H -0.99830 3.64659 -1.41886
H -0.76127 4.95646 -0.26514
H -4.11582 5.27002 3.01939
H -3.62890 3.71880 3.75071
H -5.25165 3.90076 3.04959
C 6.43162 -1.19526 -4.48474
C 5.62775 -0.64805 -3.32462
O 5.37671 -1.65225 -2.33342
C 6.38803 -1.91829 -1.50977
O 7.46982 -1.38337 -1.51332
O 5.99641 -2.87801 -0.67600
C 6.99547 -3.32053 0.24003
H 5.94344 -2.07731 -4.90082
H 6.52423 -0.44195 -5.26760
H 7.43171 -1.48497 -4.16350
H 4.64293 -0.33010 -3.66211
H 6.11873 0.21029 -2.86621
H 7.42835 -2.48150 0.78094
H 7.77608 -3.86837 -0.28713
H 6.49180 -3.98414 0.93697
C -4.21881 6.61950 -0.50031
C -5.26505 7.33442 0.32467
O -4.68637 8.34105 1.17272
C -4.37398 9.48527 0.57268
O -4.55657 9.75967 -0.58569
O -3.82671 10.29480 1.48375
C -3.38501 11.54954 0.96469
H -3.43494 6.22118 0.14342
H -4.67084 5.79725 -1.05460
H -3.74817 7.29730 -1.21190
H -5.75089 6.63661 1.00488
H -6.03629 7.78004 -0.30340
H -4.18328 12.04921 0.41995
H -2.52385 11.40666 0.31355
H -3.09637 12.14940 1.82314
C 0.00213 -8.37902 4.83955
C 0.01987 -9.54062 3.86844
O -0.83079 -9.30370 2.74117
C -0.31300 -8.49318 1.80733
O 0.77830 -7.98901 1.83702
O -1.21336 -8.32780 0.84381
C -0.80953 -7.39708 -0.18552
H -1.02210 -8.14688 5.13477
H 0.57971 -8.62296 5.73205
H 0.42971 -7.48659 4.38468
H -0.37670 -10.43801 4.34215
H 1.03256 -9.75926 3.52945
H 0.16265 -7.66174 -0.59096
H -0.78296 -6.38368 0.20814
H -1.55945 -7.45914 -0.96737

=====

What did the second record say?
The following is a DFT calculation (ωB97M-V with the def2-TZVPD basis set) of a cluster of 3 separate species, C20H37FN2O2 in total.

Properties
- F_max: 0.52 eV Å⁻¹
- Multiplicity: 1
- Kohn-Sham gap: 10.92 eV
- Calculated total energy: -31132.352 eV
- LUMO energy: 0.2753 eV
- Structure (SMILES): CC(=O)OCC[C@](F)(C#N)CC#N.CCCCCC.CCCCCC

Geometry (Å):
C 7.41877 3.58071 -1.98771
C 6.92609 2.16763 -1.84868
O 7.66301 1.22337 -1.79391
O 5.57859 1.96276 -1.81846
C 4.75679 3.00696 -1.30279
C 3.35054 2.43560 -1.19389
C 2.31867 3.55479 -1.09489
F 2.76792 4.48269 -0.13243
C 1.03707 3.02601 -0.59189
N 0.04890 2.57365 -0.22494
C 2.06589 4.35478 -2.40428
C 2.72935 3.80661 -3.58250
N 3.23456 3.37242 -4.51802
H 6.75638 4.20738 -2.57804
H 7.49867 4.02599 -0.99383
H 8.41025 3.55438 -2.42466
H 5.11369 3.32238 -0.32406
H 4.75886 3.87056 -1.97150
H 3.14813 1.78882 -2.04449
H 3.25977 1.82241 -0.29741
H 2.41473 5.37570 -2.25646
H 0.99871 4.40693 -2.61541
C -3.25783 1.40104 0.01130
C -2.61322 0.06459 -0.33756
C -2.42802 -0.15188 -1.83732
C -3.72553 -0.18341 -2.64617
C -4.73674 -1.23307 -2.18775
C -4.21584 -2.66412 -2.28313
H -4.26493 1.48616 -0.40186
H -3.33560 1.52330 1.09274
H -2.65862 2.22517 -0.37371
H -3.20370 -0.75146 0.08917
H -1.63245 0.01430 0.14246
H -1.87839 -1.08454 -1.99533
H -1.78832 0.64375 -2.23313
H -3.47570 -0.36561 -3.69642
H -4.19972 0.80152 -2.61733
H -5.63645 -1.13922 -2.80150
H -5.04902 -1.02758 -1.16024
H -3.92261 -2.90416 -3.30733
H -4.98152 -3.37901 -1.97869
H -3.34819 -2.82162 -1.64022
C -0.64514 -2.39590 5.66513
C -0.34365 -3.55956 4.72514
C 0.09100 -3.11824 3.32868
C -0.95026 -2.30381 2.55949
C -2.29864 -2.99349 2.36643
C -2.21178 -4.28042 1.55129
H -1.47214 -1.78556 5.29952
H -0.91875 -2.75752 6.65717
H 0.22760 -1.74860 5.77368
H -1.22030 -4.20944 4.65684
H 0.45230 -4.17020 5.15907
H 0.36637 -4.00250 2.74717
H 1.00384 -2.52019 3.41409
H -0.53864 -2.05362 1.57630
H -1.11156 -1.34799 3.06616
H -2.96998 -2.29782 1.85664
H -2.75984 -3.20400 3.33533
H -1.78340 -4.08696 0.56517
H -3.20075 -4.71709 1.40508
H -1.59254 -5.03120 2.04450

=====

- Which value of calculated total energy does entry 3 give?
  -78753.080 eV

=====

- Which of these has the lowest F_max?
  C20H37FN2O2

=====

- Which of these has the lowest F_max?
  C20H37FN2O2